1.
Here is a single C5H7N molecule at a distorted geometry from the OMol25 dataset. Energies are from ωB97M-V with the def2-TZVPD basis set.

XYZ file:
```
13
Properties=species:S:1:pos:R:3
H -1.988 1.698 -1.552
N -1.834 1.707 -0.488
C -0.995 1.014 0.091
C -0.357 0.648 1.386
C 0.137 0.009 0.096
C 0.225 -1.434 -0.403
C 1.407 -0.401 -0.548
H 0.197 1.457 1.784
H -0.856 -0.053 2.062
H -0.117 -1.572 -1.439
H 0.096 -2.246 0.290
H 2.244 -0.862 0.182
H 1.840 0.035 -1.460
```

The calculation puts the lowest unoccupied orbital energy at 1.0 eV. As for the SMILES: [H]/N=C1/CC12CC2. The HOMO-LUMO gap comes out at 9.67 eV. As for the electronic energy: -6784.575 eV. As for the HOMO energy: -8.6 eV. The spin multiplicity is 1.

2.
Here is 2 unconnected molecules or ions with the total composition C5H7N at a distorted geometry from the OMol25 dataset. Energies are from ωB97M-V with the def2-TZVPD basis set.

XYZ file:
```
13
Properties=species:S:1:pos:R:3
N 2.147 -0.613 1.533
C 1.641 -0.226 0.564
C 1.086 0.285 -0.700
C -0.269 0.928 -0.541
C -0.692 -1.111 1.657
C -1.295 0.663 -1.336
H 1.034 -0.550 -1.407
H 1.808 1.008 -1.102
H -0.366 1.637 0.278
H -0.784 -0.831 2.729
H -0.645 -2.221 1.699
H -1.227 -0.082 -2.126
H -2.257 1.144 -1.192
```

The calculation puts the lowest unoccupied orbital energy (alpha / beta) at -0.6 / -0.6 eV. The HOMO-LUMO gap (alpha / beta) comes out at 8.48 / 8.43 eV. As for the electronic energy: -6782.809 eV. As for the HOMO energy (alpha / beta): -9.1 / -9.1 eV. The spin multiplicity is 1.

3.
Here is a single C5H7N molecule from the OMol25 dataset. Energies are from ωB97M-V with the def2-TZVPD basis set.

XYZ file:
```
13
Properties=species:S:1:pos:R:3
C 0.883 -1.559 -0.446
C 0.999 -0.289 -0.831
C 0.477 0.764 0.100
C -0.918 1.336 0.137
N -1.721 0.146 0.105
C -0.599 0.264 1.049
H 0.508 -1.768 0.555
H 1.124 -2.409 -1.072
H 1.497 -0.028 -1.764
H 1.213 1.525 0.387
H -1.243 2.336 0.380
H -1.477 -0.423 -0.708
H -0.742 0.105 2.108
```

The calculation puts the lowest unoccupied orbital energy at 1.2 eV. As for the SMILES: C=C[C@H]1[C@H]2N[C@@H]12. The HOMO-LUMO gap comes out at 10.68 eV. As for the electronic energy: -6784.848 eV. As for the HOMO energy: -9.5 eV. The spin multiplicity is 1.

4.
Here is a single C5H7N molecule at a distorted geometry from the OMol25 dataset. Energies are from ωB97M-V with the def2-TZVPD basis set.

XYZ file:
```
13
Properties=species:S:1:pos:R:3
N 2.847 -0.336 1.103
C 1.918 -0.306 0.412
C 0.738 -0.271 -0.448
C -0.508 -1.012 0.122
C -1.228 0.342 0.309
C -0.063 1.064 -0.403
H 1.040 -0.591 -1.450
H -0.968 -1.670 -0.620
H -0.335 -1.584 1.036
H -2.203 0.432 -0.177
H -1.336 0.627 1.358
H 0.418 1.868 0.158
H -0.319 1.436 -1.398
```

The calculation puts the lowest unoccupied orbital energy at 0.9 eV. As for the SMILES: N#CC1CCC1. The HOMO-LUMO gap comes out at 12.07 eV. As for the electronic energy: -6787.538 eV. As for the HOMO energy: -11.2 eV. The spin multiplicity is 1.

5.
Here is a single C5H7N molecule at a distorted geometry from the OMol25 dataset. Energies are from ωB97M-V with the def2-TZVPD basis set.

XYZ file:
```
13
Properties=species:S:1:pos:R:3
C 2.681 -0.685 -0.604
C 0.407 0.315 -0.136
C -0.801 -0.214 0.024
C 0.553 1.787 0.032
C -1.071 -1.688 0.092
N 1.584 -0.296 -0.366
H -1.466 0.601 0.195
H 1.031 1.963 1.082
H -0.543 2.146 -0.042
H 1.140 2.313 -0.765
H -1.643 -2.144 -0.743
H -1.706 -1.943 1.062
H -0.168 -2.154 0.170
```

The calculation puts the lowest unoccupied orbital energy (alpha / beta) at 0.9 / -2.6 eV. The HOMO-LUMO gap (alpha / beta) comes out at 6.47 / 8.25 eV. As for the electronic energy: -6782.320 eV. As for the HOMO energy (alpha / beta): -5.6 / -10.9 eV. The spin multiplicity is 3.

6.
Here is a molecular structure, C5H7N2 at a distorted geometry from the OMol25 dataset. Energies are from ωB97M-V with the def2-TZVPD basis set.

XYZ file:
```
14
Properties=species:S:1:pos:R:3
C -1.541 1.238 -0.108
C 0.349 1.936 -0.334
C 0.405 0.479 -0.168
C 1.537 -0.425 -0.366
C -1.317 -1.238 0.621
N -0.919 2.360 -0.114
N -0.826 0.079 0.227
H 1.075 2.640 -0.853
H 1.272 -1.470 -0.603
H 1.999 -0.562 0.527
H 2.119 -0.349 -1.291
H -1.778 -1.150 1.679
H -2.035 -1.667 -0.031
H -0.339 -1.871 0.815
```

The calculation puts the lowest unoccupied orbital energy (alpha / beta) at -6.7 / -7.5 eV. The HOMO-LUMO gap (alpha / beta) comes out at 8.26 / 7.84 eV. As for the electronic energy: -8266.663 eV. As for the HOMO energy (alpha / beta): -15.0 / -15.4 eV. The spin multiplicity is 1. Its charge is +1.

The evaluated molecular weight for the records listed, in turn: 81.1; 81.1; 81.1; 81.1; 81.1; 95.1 g/mol.
The evaluated ΔE to the lowest compared entry with this formula, charge and spin for the records listed, in turn: 90.8; 131.5; 84.5; 22.5; 29.4; 141.0 kcal/mol.